{"formula": "C84H209N3O22", "method": "ωB97M-V/def2-TZVPD", "energy_ha": -5145.163746, "orbital_gap_ev": 8.320, "homo_ha": -0.298, "total_charge": 0, "elements": ["C", "C", "C", "C", "C", "C", "N", "O", "C", "C", "C", "H", "H", "H", "H", "H", "H", "H", "H", "H", "H", "H", "H", "H", "H", "H", "H", "H", "H", "H", "C", "C", "C", "C", "C", "C", "N", "O", "C", "C", "C", "H", "H", "H", "H", "H", "H", "H", "H", "H", "H", "H", "H", "H", "H", "H", "H", "H", "H", "H", "C", "C", "C", "C", "C", "C", "N", "O", "C", "C", "C", "H", "H", "H", "H", "H", "H", "H", "H", "H", "H", "H", "H", "H", "H", "H", "H", "H", "H", "H", "C", "C", "C", "O", "H", "H", "H", "H", "H", "H", "H", "H", "C", "C", "C", "O", "H", "H", "H", "H", "H", "H", "H", "H", "C", "C", "C", "O", "H", "H", "H", "H", "H", "H", "H", "H", "C", "C", "C", "O", "H", "H", "H", "H", "H", "H", "H", "H", "C", "C", "C", "O", "H", "H", "H", "H", "H", "H", "H", "H", "C", "C", "C", "O", "H", "H", "H", "H", "H", "H", "H", "H", "C", "C", "C", "O", "H", "H", "H", "H", "H", "H", "H", "H", "C", "C", "C", "O", "H", "H", "H", "H", "H", "H", "H", "H", "C", "C", "C", "O", "H", "H", "H", "H", "H", "H", "H", "H", "C", "C", "C", "O", "H", "H", "H", "H", "H", "H", "H", "H", "C", "C", "C", "O", "H", "H", "H", "H", "H", "H", "H", "H", "C", "C", "C", "O", "H", "H", "H", "H", "H", "H", "H", "H", "C", "C", "C", "O", "H", "H", "H", "H", "H", "H", "H", "H", "C", "C", "C", "O", "H", "H", "H", "H", "H", "H", "H", "H", "C", "C", "C", "O", "H", "H", "H", "H", "H", "H", "H", "H", "C", "C", "C", "O", "H", "H", "H", "H", "H", "H", "H", "H", "C", "C", "C", "O", "H", "H", "H", "H", "H", "H", "H", "H", "C", "C", "C", "O", "H", "H", "H", "H", "H", "H", "H", "H", "C", "C", "C", "O", "H", "H", "H", "H", "H", "H", "H", "H"], "xyz": [[0.6960, -0.7231, 4.9703], [-0.6943, -1.2906, 5.3930], [-0.5818, -2.7075, 6.0763], [-1.8337, -3.1359, 6.9313], [-2.2443, -2.0069, 7.8774], [-2.3407, -0.6152, 7.2508], [-1.1853, -0.3054, 6.3698], [-1.1970, 1.0551, 5.9055], [-3.7291, -0.4193, 6.5871], [-2.2647, 0.3988, 8.5108], [-1.6271, -1.4376, 4.1173], [1.2846, -1.4604, 4.4244], [1.2763, -0.3879, 5.8299], [0.6031, 0.1570, 4.3340], [-0.3309, -3.4620, 5.3308], [0.2055, -2.6842, 6.8298], [-1.5731, -3.9943, 7.5505], [-2.6476, -3.5216, 6.3173], [-1.7398, -2.0271, 8.8434], [-3.2521, -2.2727, 8.1965], [-3.8432, -1.1556, 5.7915], [-4.6121, -0.4196, 7.2262], [-3.6875, 0.5593, 6.1090], [-2.5246, 1.3983, 8.1621], [-2.9656, 0.1628, 9.3116], [-1.3033, 0.5242, 9.0087], [-1.7945, -0.4587, 3.6681], [-2.6361, -1.7534, 4.3824], [-1.2418, -2.1094, 3.3502], [-0.4444, 1.5038, 6.2978], [2.2565, -2.2719, -4.8818], [2.2535, -3.7189, -5.3328], [1.2361, -4.6343, -4.5201], [-0.2159, -4.4505, -4.9149], [-0.3817, -4.6153, -6.3973], [0.5720, -3.8488, -7.3395], [1.9649, -3.8792, -6.8026], [2.8917, -3.2249, -7.6002], [0.5571, -4.5702, -8.6977], [-0.0225, -2.3766, -7.4444], [3.5823, -4.4138, -4.9903], [3.0970, -1.6596, -5.2085], [2.4153, -2.2663, -3.8035], [1.3579, -1.7747, -5.2470], [1.4843, -5.6932, -4.5916], [1.2308, -4.3290, -3.4737], [-0.4588, -3.4299, -4.6190], [-0.8394, -5.1963, -4.4219], [-1.3648, -4.3013, -6.7481], [-0.3809, -5.6761, -6.6481], [1.1646, -4.0717, -9.4531], [0.9734, -5.5610, -8.5159], [-0.4883, -4.5934, -9.0055], [0.5654, -1.7204, -8.0862], [-0.9839, -2.2718, -7.9472], [-0.1449, -1.9285, -6.4584], [4.4794, -3.9262, -5.3718], [3.6409, -5.4523, -5.3161], [3.7246, -4.3972, -3.9097], [2.6411, -2.3038, -7.4983], [-2.4138, -0.0360, -1.8868], [-1.3351, -0.3634, -0.7941], [-0.5331, -1.6299, -1.3046], [0.7500, -1.9195, -0.4796], [1.6525, -0.6557, -0.3937], [0.8491, 0.6348, 0.1067], [-0.4428, 0.7425, -0.6063], [-1.1063, 1.9462, -0.2569], [0.7577, 0.6303, 1.6269], [1.7129, 1.8887, -0.3341], [-2.1179, -0.7285, 0.4848], [-1.9289, 0.2542, -2.8188], [-3.0034, 0.8323, -1.5925], [-3.0211, -0.9231, -2.0662], [-1.1447, -2.5182, -1.4630], [-0.2041, -1.3586, -2.3077], [1.1525, -2.7919, -0.9944], [0.4049, -2.2726, 0.4922], [2.1527, -0.4753, -1.3452], [2.4953, -0.8866, 0.2579], [1.7587, 0.5616, 2.0529], [0.4495, 1.6183, 1.9690], [0.0953, -0.1712, 1.9539], [1.5112, 2.7584, 0.2913], [2.7895, 1.7200, -0.3136], [1.5120, 2.2685, -1.3358], [-2.2127, 0.1449, 1.1300], [-1.6457, -1.4975, 1.0961], [-3.0788, -1.2123, 0.3094], [-0.7771, 2.5206, -0.9521], [1.9324, -4.0693, 2.9191], [2.9748, -3.7600, 1.8420], [3.9723, -2.6273, 2.2583], [3.5579, -4.9812, 1.6006], [1.1932, -3.2705, 2.9788], [2.4439, -4.0459, 3.8814], [1.3495, -4.9903, 2.9126], [2.3600, -3.3817, 1.0252], [4.6975, -2.4636, 1.4612], [4.5739, -2.9791, 3.0964], [3.5368, -1.6504, 2.4683], [2.9193, -5.6032, 1.2443], [-5.9842, -4.8266, 0.3975], [-4.4954, -4.8333, 0.7133], [-4.2674, -4.7427, 2.2000], [-3.9409, -6.0517, 0.3598], [-6.1780, -5.1971, -0.6091], [-6.4427, -3.8379, 0.4163], [-6.5273, -5.5123, 1.0477], [-3.8985, -4.0693, 0.2152], [-4.8108, -3.9937, 2.7762], [-3.2104, -4.6442, 2.4474], [-4.5411, -5.6848, 2.6749], [-3.8198, -6.0620, -0.5924], [2.8219, 3.5746, -5.3393], [3.2197, 2.1472, -5.7140], [4.0045, 1.4178, -4.6653], [2.0636, 1.4450, -6.1037], [2.3407, 4.1875, -6.1015], [3.7168, 4.1514, -5.1058], [2.1850, 3.6315, -4.4566], [3.8544, 2.2772, -6.5905], [4.2600, 0.4296, -5.0479], [3.3150, 1.2108, -3.8469], [4.9638, 1.8445, -4.3724], [1.3475, 1.6252, -5.4902], [2.8672, 7.3922, -2.3597], [3.0805, 5.9131, -2.0957], [4.4844, 5.6077, -1.7136], [2.2100, 5.4630, -1.1215], [3.5070, 7.7203, -3.1789], [3.1205, 7.9620, -1.4657], [1.8265, 7.6380, -2.5711], [2.9279, 5.3900, -3.0397], [5.1517, 5.8010, -2.5535], [4.5984, 4.5487, -1.4820], [4.8640, 6.1257, -0.8328], [2.6453, 5.6239, -0.2811], [-1.7267, 4.9898, 3.8294], [-2.7516, 3.8545, 3.7197], [-2.3875, 2.7226, 2.8059], [-2.9945, 3.3351, 5.0037], [-0.8084, 4.6566, 4.3127], [-2.0930, 5.7350, 4.5355], [-1.4005, 5.4797, 2.9119], [-3.6833, 4.3449, 3.4378], [-1.6756, 2.0715, 3.3131], [-1.8829, 3.0574, 1.8996], [-3.3123, 2.1916, 2.5806], [-2.4325, 2.5735, 5.1643], [3.7351, -1.7585, 5.8211], [4.4146, -0.9023, 6.8992], [5.5851, -0.1536, 6.3946], [3.5397, 0.1077, 7.4074], [3.3692, -1.0840, 5.0470], [2.8872, -2.2492, 6.2990], [4.4751, -2.4855, 5.4865], [4.7825, -1.4979, 7.7346], [6.3226, -0.8676, 6.0279], [6.0961, 0.3011, 7.2432], [5.3084, 0.6243, 5.6830], [2.9679, -0.3181, 8.0504], [0.1627, -6.1278, -1.1525], [0.6936, -6.1203, 0.3120], [-0.2589, -6.8617, 1.2148], [1.9529, -6.7607, 0.4336], [-0.0120, -7.1467, -1.4981], [0.8961, -5.6852, -1.8265], [-0.8330, -5.7127, -1.3088], [0.7781, -5.0661, 0.5756], [-0.0363, -6.9403, 2.2789], [-0.5030, -7.8119, 0.7398], [-1.2199, -6.3619, 1.0934], [1.9669, -7.4630, -0.2206], [9.2944, 3.3027, -2.4706], [8.4217, 4.1543, -3.3657], [6.9981, 3.6427, -3.2637], [8.5001, 5.4881, -2.9404], [8.8850, 3.3313, -1.4608], [10.3310, 3.6397, -2.4726], [9.2320, 2.2422, -2.7147], [8.7969, 4.1025, -4.3878], [6.7429, 3.4890, -2.2152], [6.9432, 2.6843, -3.7801], [6.2530, 4.2697, -3.7533], [7.7083, 5.9345, -3.2495], [-5.4324, -2.4832, -2.6098], [-5.2141, -2.8944, -4.0521], [-3.7289, -2.7964, -4.4218], [-5.5207, -4.1981, -4.2226], [-6.4639, -2.5593, -2.2658], [-5.0890, -1.4763, -2.3727], [-4.8997, -3.1174, -1.9012], [-5.8917, -2.4398, -4.7749], [-3.5186, -3.0892, -5.4504], [-3.1350, -3.3989, -3.7344], [-3.3784, -1.7796, -4.2448], [-5.3933, -4.4910, -5.1279], [6.4368, 0.5868, -1.5158], [6.3568, -0.6015, -0.5534], [5.6493, -1.7497, -1.2188], [7.6439, -1.0205, -0.1417], [5.4479, 1.0296, -1.6349], [6.7921, 0.4173, -2.5322], [7.0529, 1.3301, -1.0098], [5.7734, -0.3249, 0.3248], [5.7931, -2.6949, -0.6954], [5.9516, -1.7916, -2.2652], [4.5789, -1.5610, -1.3005], [7.5626, -1.8006, 0.4118], [-8.9133, -2.0251, -0.5238], [-9.4277, -2.1288, -1.9215], [-9.4532, -3.5334, -2.4236], [-10.7855, -1.5719, -1.9936], [-9.2557, -1.0946, -0.0710], [-7.8285, -2.1098, -0.4598], [-9.3850, -2.8232, 0.0495], [-8.9102, -1.4877, -2.6351], [-8.4393, -3.9272, -2.3522], [-9.8924, -3.6569, -3.4135], [-10.0634, -4.1711, -1.7839], [-10.7770, -0.6141, -1.9295], [-0.7751, 5.3571, -0.4064], [-0.9736, 4.9277, -1.9025], [-1.0781, 6.0324, -2.9000], [0.1237, 4.1734, -2.3309], [-1.6576, 5.8429, 0.0098], [0.0106, 6.1100, -0.3440], [-0.5471, 4.4929, 0.2174], [-1.9001, 4.3582, -1.9771], [-0.1826, 6.6408, -3.0270], [-2.0317, 6.5385, -2.7500], [-1.1733, 5.5184, -3.8564], [0.9309, 4.5095, -1.9346], [4.0855, 7.2388, 3.4392], [3.0915, 7.2838, 2.3231], [3.0585, 8.5862, 1.5006], [3.3719, 6.2782, 1.4015], [3.8334, 8.0042, 4.1732], [5.0867, 7.5620, 3.1544], [4.0432, 6.2643, 3.9258], [2.1083, 7.0386, 2.7249], [4.0123, 8.7271, 0.9920], [2.8312, 9.4810, 2.0800], [2.3072, 8.5052, 0.7151], [4.1738, 5.8255, 1.6729], [-6.1441, 0.9391, 1.8715], [-6.0670, -0.2799, 2.7478], [-4.6360, -0.6385, 3.1476], [-6.8525, 0.0311, 3.8783], [-5.6631, 0.7834, 0.9058], [-5.5344, 1.7386, 2.2923], [-7.1448, 1.3297, 1.6863], [-6.4937, -1.1028, 2.1743], [-4.3111, 0.0112, 3.9603], [-3.9749, -0.5477, 2.2857], [-4.7633, -1.6550, 3.5199], [-6.8410, 0.9790, 4.0300], [-4.4328, 3.4717, -2.8772], [-5.4725, 3.2048, -1.7792], [-4.9195, 3.2532, -0.3236], [-6.4426, 4.1531, -1.9716], [-4.8004, 3.5236, -3.9020], [-3.6428, 2.7206, -2.8768], [-3.9202, 4.4137, -2.6823], [-5.9666, 2.2572, -1.9938], [-5.6256, 2.9520, 0.4502], [-4.5994, 4.2630, -0.0670], [-4.0608, 2.6223, -0.0939], [-6.1989, 5.0018, -1.5947], [-1.3505, 2.9821, -5.8382], [-1.0828, 1.8444, -4.8863], [-1.1504, 0.4769, -5.5716], [0.1624, 2.0519, -4.2822], [-1.5487, 3.9052, -5.2935], [-2.1128, 2.7623, -6.5858], [-0.4415, 3.1291, -6.4215], [-1.8434, 1.9187, -4.1091], [-0.5391, 0.4370, -6.4732], [-2.2065, 0.3682, -5.8187], [-0.8607, -0.3063, -4.8711], [0.0493, 2.8493, -3.7599], [6.7004, 2.8003, 2.2287], [5.4149, 3.4960, 1.8053], [4.2041, 2.8359, 2.5776], [5.5293, 4.8482, 2.0442], [7.0137, 2.9906, 3.2552], [7.4844, 3.2076, 1.5903], [6.7374, 1.7265, 2.0453], [5.1920, 3.2817, 0.7601], [4.3233, 3.1485, 3.6150], [4.2051, 1.7460, 2.5588], [3.2887, 3.2426, 2.1479], [6.2806, 5.2058, 1.5654], [-2.6221, -7.3184, -2.8598], [-4.0420, -6.8616, -2.9757], [-5.0334, -7.7809, -2.1923], [-4.1480, -5.5404, -2.3721], [-2.1087, -6.5216, -3.3979], [-2.5323, -8.2359, -3.4413], [-2.2000, -7.5223, -1.8757], [-4.3508, -6.8653, -4.0211], [-5.9591, -7.2185, -2.0696], [-4.6813, -7.9051, -1.1682], [-5.2241, -8.7515, -2.6501], [-4.6788, -4.9748, -2.9378], [0.2928, 3.9419, 6.8157], [1.6269, 3.1965, 7.1822], [2.3237, 3.7189, 8.4319], [1.2212, 1.8680, 7.4953], [-0.3991, 3.8514, 7.6531], [-0.2169, 3.4369, 5.9952], [0.5028, 4.9951, 6.6297], [2.3486, 3.2479, 6.3670], [1.6431, 3.6407, 9.2797], [2.5987, 4.7626, 8.2796], [3.2650, 3.1918, 8.5875], [1.9827, 1.2877, 7.4250]], "forces_ev_per_angstrom": [[-0.4, -0.5, -0.1], [-0.3, 0.1, -1.0], [-0.7, 0.7, 1.0], [1.1, 0.3, -0.5], [-0.8, -0.8, -0.4], [-0.2, 1.6, 2.1], [-0.1, -0.5, 1.4], [-1.1, -1.1, -0.7], [1.0, 0.4, -0.7], [-0.3, 0.1, -1.2], [0.2, 0.6, 0.9], [-0.1, -0.1, 0.0], [-0.2, -0.3, 0.2], [-0.3, -0.1, -0.1], [0.0, 0.1, -0.1], [0.5, 0.2, -0.2], [0.3, -0.1, -0.1], [-0.2, 0.5, -0.2], [0.8, 0.2, -0.4], [-0.3, 0.2, 0.0], [-0.3, 0.0, 0.2], [0.3, -0.2, 0.3], [-0.2, 0.1, -0.1], [-0.1, 0.1, -0.1], [-0.3, -0.4, -0.3], [0.4, -0.5, -0.4], [0.3, 0.2, -0.1], [0.3, -0.4, 0.1], [0.2, -0.1, 0.1], [0.6, -0.4, 0.7], [0.2, 0.1, 0.2], [-0.1, -1.8, -0.5], [-0.5, 1.0, -0.4], [0.6, 0.5, -0.5], [-0.3, -0.3, -1.1], [0.1, 1.2, 0.4], [-1.0, -1.8, 1.3], [-0.2, 0.3, 0.0], [0.1, 0.6, 0.7], [0.5, -0.4, -0.4], [0.8, 0.5, -0.1], [0.2, -0.3, -0.6], [-0.7, 0.2, 0.3], [0.0, 0.2, 0.7], [0.4, 0.1, -0.1], [0.7, -0.1, 0.1], [-0.6, 0.0, 0.2], [-0.1, 0.3, 0.3], [-0.3, 0.1, 0.3], [0.4, -0.2, 0.0], [-0.1, 0.1, 0.1], [-0.2, -0.1, -0.3], [0.1, -0.3, -0.3], [0.6, 0.1, 0.3], [-0.3, -0.7, 0.1], [0.1, 0.0, -0.1], [-0.1, 0.3, -0.4], [-0.3, 0.1, -0.1], [-0.2, -0.1, 0.2], [0.3, 0.8, -0.3], [1.2, 0.3, 0.3], [-1.5, -1.8, -0.2], [0.7, 1.8, 0.0], [-1.4, 0.5, -0.7], [-1.1, -0.5, 0.1], [1.6, 0.1, -1.2], [1.5, -0.2, -0.8], [-0.1, -0.5, 0.2], [0.1, 0.4, -0.3], [-0.4, 0.0, 0.1], [0.2, -0.4, 0.5], [0.2, -0.2, -0.1], [-0.3, -0.2, 0.2], [-0.1, 0.1, 0.1], [-0.3, 0.1, 0.5], [0.2, 0.1, -0.3], [0.8, 0.1, 0.2], [0.3, 0.1, 0.4], [-0.5, 0.2, -0.4], [-0.1, 0.3, 0.5], [0.1, -0.5, 0.0], [-0.7, -0.1, 0.1], [0.2, 0.2, 0.4], [0.0, 0.0, 0.3], [0.1, -0.3, 0.3], [-0.3, -0.6, -0.2], [-0.4, 0.1, -0.1], [0.6, 0.1, 0.1], [-0.3, 0.5, -0.4], [0.0, 0.5, -0.3], [-0.2, 1.6, 1.5], [-2.0, 0.7, 1.1], [0.2, -1.4, -0.5], [2.5, 0.0, -0.6], [-0.2, 0.3, 0.0], [0.0, -0.2, 0.3], [0.4, -0.2, -0.7], [0.4, 0.0, -0.8], [-0.1, -0.1, -0.3], [-0.2, 0.1, 0.3], [-0.4, -0.3, 0.2], [-0.1, -0.3, -0.2], [-0.3, 0.2, -0.8], [-0.5, 0.4, 0.8], [0.4, -0.1, 1.2], [0.8, -1.6, 0.0], [0.3, 0.0, -0.2], [0.0, 0.1, 0.4], [0.1, 0.1, 0.3], [-0.4, 0.6, -0.2], [-0.1, 0.4, -0.5], [0.2, 0.2, -0.2], [-0.2, -0.2, -0.2], [-0.2, 0.2, -0.3], [0.6, 0.7, 0.7], [-0.4, 1.6, -0.8], [-0.2, -1.0, 0.2], [0.6, -0.9, -1.0], [-0.2, -0.6, -0.4], [0.3, 0.0, 0.2], [0.0, -0.2, 0.1], [0.0, -0.4, -0.3], [0.0, -0.1, -0.2], [0.3, 0.2, 0.5], [-0.3, 0.5, 0.2], [-0.1, 0.3, 0.6], [0.1, 0.3, 0.2], [0.5, 1.0, -1.1], [1.4, -0.5, 0.0], [-0.9, -0.8, 0.2], [-0.1, 0.1, -0.1], [0.2, 0.1, 0.1], [0.0, -0.2, -0.2], [-0.6, -0.3, 0.0], [0.1, 0.2, 0.1], [-0.1, -0.2, -0.1], [-0.2, 0.4, 0.0], [-0.1, 0.1, 0.9], [0.6, -0.1, 0.6], [0.5, 1.0, 0.2], [0.1, 0.3, -0.4], [-0.6, 0.2, 0.7], [0.1, -0.4, -0.1], [-0.3, 0.2, -0.2], [-0.4, -0.1, -0.3], [-0.2, -0.2, -0.3], [0.0, -0.2, 0.1], [-0.3, 0.0, -0.2], [0.3, -0.4, -0.2], [0.2, -0.3, 0.1], [0.4, 0.6, 1.3], [-0.3, 0.0, -0.3], [1.3, 0.1, 0.2], [-0.5, -0.1, 0.4], [0.2, -0.3, -0.2], [-0.1, -0.3, -0.3], [-0.3, 0.0, -0.3], [-0.3, -0.4, 0.1], [0.0, 0.1, -0.6], [-0.1, 0.4, 0.0], [0.1, -0.2, -0.2], [-0.2, -0.1, 0.2], [0.4, -0.6, 0.4], [-1.2, -0.3, -0.6], [-1.6, 0.6, -0.7], [0.3, 0.2, -0.6], [0.4, -0.4, 0.1], [-0.1, 0.2, 0.0], [0.2, 0.6, 0.4], [0.4, 0.0, 0.4], [0.4, -0.1, -0.3], [0.5, -0.5, 0.4], [-0.3, 0.3, 0.5], [0.3, -0.2, 0.0], [0.0, -0.1, 0.3], [-0.2, -0.7, 0.0], [0.1, -0.5, -0.5], [0.1, 0.8, 0.5], [0.2, 0.4, 0.2], [0.0, -0.1, 0.1], [0.2, 0.0, -0.4], [-0.1, -0.2, -0.3], [-0.2, 0.1, 0.0], [0.0, -0.2, 0.1], [0.1, 0.2, 0.0], [0.0, 0.2, 0.0], [-0.4, 0.1, 0.7], [1.5, 1.8, -0.6], [0.0, 1.4, 0.5], [-1.6, -4.2, 0.6], [-0.2, 0.1, -0.4], [-0.1, 0.1, -0.4], [0.4, -0.3, -0.2], [0.3, 1.4, 0.3], [-0.1, 0.0, 0.0], [-0.1, -0.3, 0.0], [0.1, 0.2, -0.4], [0.1, 0.2, 0.0], [0.0, 0.4, 1.1], [-0.4, -0.5, -0.7], [-0.7, 0.0, -0.7], [0.7, 0.6, -0.2], [-0.2, 0.0, 0.1], [0.3, -0.5, 0.2], [0.2, 0.2, -0.3], [0.0, 0.4, 0.2], [0.0, -0.1, -0.1], [0.4, -0.5, 0.0], [-0.2, 0.0, 0.3], [-0.1, -0.1, 0.0], [-0.2, 0.0, 0.6], [-1.4, 1.6, -1.0], [-0.3, -0.7, 0.1], [0.0, -1.1, 0.1], [0.3, 0.1, 0.0], [0.0, 0.0, 0.1], [0.2, -0.1, 0.2], [0.8, -0.1, 0.1], [0.1, -0.1, -0.4], [0.4, 0.3, -0.1], [-0.1, 0.1, 0.3], [0.3, 0.0, 0.1], [-0.4, 0.3, -0.9], [0.4, 1.2, 1.5], [-1.0, 0.0, -0.7], [-0.1, -2.1, -0.4], [-0.3, -0.1, -0.2], [0.2, -0.3, 0.0], [0.1, 0.0, 0.0], [0.2, -0.5, 0.0], [-0.2, 0.3, 0.6], [0.3, 0.8, 0.0], [-0.1, 0.1, -0.2], [0.5, 0.3, 0.5], [-0.1, 1.0, 0.9], [-0.4, 1.0, -0.5], [-0.2, -0.1, 0.4], [-0.2, -1.0, -1.3], [-0.3, -0.1, 0.3], [0.2, -0.6, -0.4], [0.4, 0.1, 0.0], [-0.3, 0.4, 0.2], [0.2, 0.0, 0.1], [0.0, 0.0, 0.2], [-0.1, -0.1, 0.1], [0.4, -0.5, 0.1], [1.0, 0.5, -1.0], [0.1, 1.4, -0.5], [-1.2, 0.0, -0.1], [-0.6, -1.1, 0.8], [-0.1, -0.3, -0.2], [-0.1, 0.2, 0.4], [-0.1, -0.3, 0.1], [-0.4, -0.3, 0.4], [0.1, 0.0, -0.2], [0.1, -0.3, 0.2], [0.8, -0.1, 0.1], [0.2, 0.0, -0.1], [1.1, -0.5, 0.5], [1.5, -0.4, 0.0], [0.1, -0.2, -0.2], [-2.3, 1.2, 0.1], [-0.6, -0.1, 0.2], [0.1, -0.2, 0.1], [-0.1, 0.2, 0.1], [0.1, -0.2, 0.2], [-0.5, 0.2, -0.5], [0.0, 0.3, -0.2], [0.3, -0.2, -0.6], [0.2, 0.0, 0.1], [0.4, 0.1, -0.8], [-0.8, -0.2, -0.4], [-0.3, 0.8, 0.6], [0.4, -0.5, 0.3], [-0.2, 0.0, -0.1], [-0.4, 0.1, 0.3], [0.2, 0.1, -0.1], [-0.2, -0.4, 0.2], [0.0, 0.0, 0.0], [0.0, -0.4, -0.3], [0.1, -0.1, -0.1], [0.5, 0.5, 0.6], [0.7, 0.1, -0.8], [-0.7, -3.6, 0.7], [0.9, 1.7, -0.2], [-0.4, 1.4, 0.5], [-0.4, 0.1, 0.1], [0.4, 0.0, 0.0], [-0.4, 0.0, 0.0], [0.3, 0.2, -0.4], [-0.3, 0.0, 0.2], [0.2, 0.1, -0.4], [-0.2, -0.2, 0.3], [0.2, -0.1, -0.1], [0.1, 0.0, -1.3], [-1.5, -0.5, 2.0], [0.3, 0.9, -0.1], [0.9, -1.1, -0.1], [0.8, -0.2, 0.3], [0.2, -0.1, 0.0], [-0.4, 0.4, 0.1], [0.1, 0.4, -0.1], [-0.2, -0.2, -0.3], [0.2, -0.3, 0.0], [0.1, 0.1, -0.1], [-0.4, 0.0, -0.5], [1.3, -0.7, 0.7], [-1.1, 0.5, 0.8], [-0.1, 0.8, -0.6], [-0.4, -0.3, -0.7], [0.1, 0.1, 0.2], [0.3, 0.4, -0.3], [-0.2, -0.1, -0.3], [-0.1, -0.3, -0.4], [0.2, -0.1, 0.1], [0.0, 0.2, 0.1], [-0.2, -0.3, 0.2], [0.3, -0.1, -0.2]]}